No. 1
Formula: C49H43N2O2P2Se2SiTcTe2
Source: the OMol25 dataset
Level of theory: wB97M-V/def2-TZVPD

Results
Multiplicity: 4
Charge: +1
Strongest force on any atom: 2.3 eV/A
HOMO level (spin up / spin down): -0.314 / -0.348 hartree
Calculated total energy: -232514.89127 eV

Atoms and positions in Å:
Tc (-0.31538, -0.94552, -0.50015)
C (-3.58548, -0.40252, -2.57015)
Si (-1.85208, 0.30688, -2.10415)
C (-2.14628, 2.06108, -1.39315)
C (-2.62928, 3.11408, -2.15765)
C (-2.93688, 4.33298, -1.57915)
C (-2.77818, 4.51478, -0.21365)
C (-2.27438, 3.48988, 0.56355)
C (-1.95618, 2.27118, -0.02675)
P (-1.19078, 0.94138, 0.95395)
C (-2.46188, 0.49048, 2.19665)
C (-2.15568, -0.14332, 3.54115)
C (-3.36608, -0.89372, 4.15675)
C (-4.72148, -0.52622, 3.68095)
C (-4.87858, 0.19308, 2.56745)
C (-3.74148, 0.62338, 1.78985)
C (0.08582, 1.89718, 1.84135)
C (-0.08758, 2.48678, 3.08965)
C (0.93862, 3.22808, 3.64765)
C (2.13472, 3.38948, 2.96975)
C (2.29832, 2.83968, 1.70895)
C (1.27562, 2.10188, 1.14715)
C (-0.92508, 0.40668, -3.77945)
C (-1.55728, 0.80668, -4.94865)
C (-0.91778, 0.72708, -6.17255)
C (0.35052, 0.18118, -6.25195)
C (1.00212, -0.22042, -5.09915)
C (0.38632, -0.07782, -3.86085)
P (1.25232, -0.33482, -2.25625)
C (2.55592, -1.59082, -2.57665)
C (3.54102, -1.43392, -3.55405)
C (4.40112, -2.47702, -3.85135)
C (4.33452, -3.67042, -3.14895)
C (3.42772, -3.80152, -2.11055)
C (2.54272, -2.77432, -1.83695)
C (2.19832, 1.23438, -2.29155)
C (1.48802, 2.40658, -2.54955)
C (2.15382, 3.61098, -2.68275)
C (3.53552, 3.65918, -2.56385)
C (4.24082, 2.50668, -2.26455)
C (3.57742, 1.30108, -2.11195)
H (-4.17528, 0.34588, -3.09065)
H (-4.15508, -0.71892, -1.70145)
H (-3.48678, -1.26412, -3.22635)
H (-2.75338, 2.98338, -3.22165)
H (-3.30278, 5.14378, -2.18995)
H (-3.03438, 5.45828, 0.24125)
H (-2.12738, 3.63528, 1.62465)
H (-1.69058, 0.59218, 4.20235)
H (-3.30898, -0.88722, 5.24735)
H (-5.56418, -0.88012, 4.25485)
H (-5.85768, 0.46268, 2.20255)
H (-3.95588, 1.08048, 0.83135)
H (-1.02358, 2.39888, 3.62105)
H (0.79842, 3.69068, 4.61225)
H (2.93322, 3.95638, 3.41895)
H (3.21252, 2.98878, 1.15435)
H (1.37882, 1.69048, 0.14845)
H (-2.56918, 1.17738, -4.90005)
H (-1.41928, 1.05948, -7.06755)
H (0.83542, 0.06608, -7.20945)
H (1.97692, -0.67042, -5.18465)
H (3.64912, -0.48862, -4.06715)
H (5.12722, -2.35732, -4.64115)
H (5.00342, -4.48112, -3.39225)
H (3.40362, -4.70402, -1.51665)
H (1.83872, -2.89942, -1.01945)
H (0.41092, 2.36648, -2.65765)
H (1.59582, 4.51208, -2.89235)
H (4.06022, 4.59208, -2.70645)
H (5.31532, 2.53968, -2.15975)
H (4.14562, 0.41288, -1.87435)
O (-2.27508, -3.04852, 5.83575)
C (-2.82348, -3.42522, 4.59395)
C (-2.76048, -2.23662, 3.63875)
C (-3.27448, -2.58742, 2.28675)
C (-2.58488, -2.31182, 1.17325)
N (-1.28538, -1.84882, 1.14465)
C (-0.62618, -1.69222, 2.28775)
C (-1.40228, -1.50812, 3.52855)
C (0.76522, -1.40722, 2.19735)
C (1.66122, -1.46932, 3.27905)
C (2.99912, -1.21362, 3.09295)
C (3.99002, -1.29572, 4.22635)
O (4.06982, -0.07522, 4.92675)
C (3.41972, -0.80912, 1.81365)
C (2.50432, -0.77432, 0.79585)
N (1.21462, -1.09392, 0.94045)
H (-2.32668, -3.79382, 6.44325)
H (-3.86898, -3.74292, 4.69935)
H (-2.25488, -4.25772, 4.15335)
H (-4.24618, -3.04492, 2.21855)
H (-3.01948, -2.50682, 0.19725)
H (-0.82108, -1.63202, 4.43835)
H (1.30522, -1.75222, 4.25565)
H (4.97542, -1.60072, 3.84115)
H (3.66002, -2.03562, 4.95805)
H (4.44372, 0.59968, 4.34975)
H (4.45022, -0.55242, 1.62165)
H (2.81902, -0.49162, -0.20245)
Se (-0.95048, -2.94922, -1.61615)
Te (-3.99428, -4.96712, -2.97045)
Te (-1.93658, -4.91772, -4.61165)
Se (-0.33118, -3.19022, -3.77595)

Forces on atoms 1 to 3 (eV/Å):
Tc -0.37 1.29 0.02
C 0.73 0.23 0.30
Si -0.03 -0.48 -0.37



No. 2
Formula: C49H43N9OPSV
Source: the OMol25 dataset
Level of theory: wB97M-V/def2-TZVPD

Results
Multiplicity: 1
Charge: +4
Strongest force on any atom: 1.4 eV/A
HOMO level: -0.628 hartree
Calculated total energy: -112745.29533 eV

Atoms and positions in Å:
V (-0.42641, 0.38872, -0.70499)
C (0.67297, -1.26499, 4.56978)
N (0.16825, -0.35942, 3.51066)
C (0.27897, -0.58223, 2.16175)
N (-0.19880, 0.42989, 1.49199)
C (-0.65848, 1.36892, 2.43120)
C (-0.41117, 0.85868, 3.71662)
C (-0.58706, 1.45312, 5.03645)
C (-1.24880, 0.75970, 6.05448)
C (-1.39651, 1.34357, 7.30090)
C (-0.86631, 2.60527, 7.54626)
C (-0.19363, 3.29432, 6.54034)
C (-0.06118, 2.72719, 5.28683)
C (-1.28259, 2.58361, 2.05727)
C (-1.04555, 3.10184, 0.66558)
C (-1.91420, 4.19841, 0.15153)
C (-2.65799, 4.89425, 1.01176)
C (-2.73378, 4.47387, 2.38745)
C (-2.08354, 3.36491, 2.88517)
P (1.05256, -2.06769, 1.36813)
C (-0.41538, -2.41235, 0.37041)
N (-1.06778, -1.46157, -0.30660)
C (-2.19811, -2.03511, -0.87522)
C (-2.21598, -3.36508, -0.54127)
N (-1.08254, -3.56693, 0.23761)
C (-0.71102, -4.84862, 0.87326)
C (-3.20694, -4.41340, -0.83207)
C (-4.54816, -4.17969, -0.53946)
C (-5.49266, -5.16177, -0.79345)
C (-5.10368, -6.37363, -1.34845)
C (-3.77121, -6.60659, -1.64978)
C (-2.82026, -5.62997, -1.38937)
C (-3.10108, -1.20360, -1.66625)
C (-3.69524, -1.64031, -2.84750)
C (-4.48753, -0.76516, -3.57732)
C (-4.68596, 0.54769, -3.14082)
C (-4.09518, 0.98291, -1.96786)
C (-3.31292, 0.10006, -1.22982)
C (1.99311, -1.06706, 0.17512)
N (1.57061, 0.00510, -0.52685)
C (2.68942, 0.60594, -1.10374)
C (3.78008, -0.16836, -0.78608)
N (3.31591, -1.19998, 0.00718)
C (4.14947, -2.30102, 0.53636)
C (5.19605, -0.03131, -1.16444)
C (6.18706, 0.04271, -0.18789)
C (7.51721, 0.18591, -0.55682)
C (7.85944, 0.24803, -1.89903)
C (6.87475, 0.17085, -2.87368)
C (5.54431, 0.03748, -2.50793)
C (2.72615, 1.94558, -1.73976)
C (3.78938, 2.79908, -1.43416)
C (3.85761, 4.06972, -1.98516)
C (2.85459, 4.52560, -2.83208)
C (1.79019, 3.69160, -3.13487)
C (1.73513, 2.40989, -2.59742)
H (1.52389, -1.82128, 4.19230)
H (0.98398, -0.67049, 5.42238)
H (-0.10386, -1.95793, 4.88144)
H (-1.68794, -0.21490, 5.86564)
H (-1.92556, 0.81479, 8.08378)
H (-0.97264, 3.05206, 8.52724)
H (0.23556, 4.26805, 6.74200)
H (0.49175, 3.24846, 4.51059)
H (-0.04383, 3.57246, 0.73903)
H (-1.84545, 4.44642, -0.90221)
H (-3.23594, 5.74715, 0.67637)
H (-3.38198, 5.03075, 3.05757)
H (-2.24730, 3.06251, 3.90907)
H (-1.61566, -5.42021, 1.05354)
H (-0.05447, -5.41920, 0.22178)
H (-0.21110, -4.65791, 1.81765)
H (-4.84830, -3.23683, -0.09420)
H (-6.53309, -4.98789, -0.54892)
H (-5.84298, -7.13937, -1.54761)
H (-3.47276, -7.54681, -2.09645)
H (-1.78295, -5.80605, -1.65888)
H (-3.52524, -2.65136, -3.19929)
H (-4.95941, -1.10960, -4.49086)
H (-5.32695, 1.21584, -3.70363)
H (-4.28233, 1.98838, -1.61147)
H (-2.95333, 0.39198, -0.24111)
H (5.00125, -2.43108, -0.12205)
H (4.51019, -2.06813, 1.53514)
H (3.57551, -3.22111, 0.55769)
H (5.92003, 0.02310, 0.86502)
H (8.28518, 0.25655, 0.20294)
H (8.89752, 0.35887, -2.18631)
H (7.14760, 0.20696, -3.92075)
H (4.77365, -0.03400, -3.26893)
H (4.56588, 2.47793, -0.75036)
H (4.69829, 4.70987, -1.74685)
H (2.90990, 5.52029, -3.25799)
H (1.01036, 4.03169, -3.80681)
H (0.94453, 1.74619, -2.90813)
N (0.52766, 0.49779, -5.23538)
C (-0.50182, 0.20117, -4.46902)
N (-1.72810, 0.52053, -4.83677)
S (-0.25623, -0.71935, -3.00082)
H (0.42060, 0.90769, -6.15380)
H (1.45070, 0.20368, -4.96021)
H (-1.92825, 0.95253, -5.72832)
H (-2.51019, 0.22490, -4.27247)
O (-1.03511, 1.94876, -1.53528)
N (-0.88684, 1.97758, -0.24024)

Forces on atoms 1 to 3 (eV/Å):
V 0.83 -0.81 -0.75
C -0.09 0.12 -0.13
N 0.11 -0.19 0.21



Which value of charge does entry 2 give?
+4



Among the records above, which one has the highest multiplicity?
C49H43N2O2P2Se2SiTcTe2



The highest multiplicity belongs to which entry?
C49H43N2O2P2Se2SiTcTe2



Look up the multiplicity of the first one.
4